*1*
{
  "formula": "CH5NP2",
  "method": "the ωB97M-V functional and the def2-TZVPD basis",
  "symbols": ["C", "N", "P", "P", "H", "H", "H", "H", "H"],
  "positions_angstrom": [[-0.42, -1.16, -0.71], [1.40, 0.58, -0.48], [2.03, 1.68, -1.26], [0.65, -0.34, 0.62], [-0.77, -2.19, -0.46], [0.06, -1.13, -1.62], [-1.48, -0.72, -0.74], [-0.68, 1.96, 2.49], [-0.79, 1.32, 2.17]],
  "mol_weight_g_mol": 93.0,
  "orbital_gap_ev": [6.411, 6.399]
}

*2*
{
  "formula": "CH5NP2",
  "method": "the ωB97M-V functional and the def2-TZVPD basis",
  "symbols": ["C", "N", "P", "P", "H", "H", "H", "H", "H"],
  "positions_angstrom": [[0.49, 1.30, 0.49], [-0.49, -1.02, -0.59], [-0.25, -2.40, -1.20], [0.29, -0.46, 0.94], [1.04, 1.67, 1.31], [-0.34, 2.02, 0.39], [1.18, 1.43, -0.39], [-1.04, -2.19, -2.63], [-0.87, -0.35, 1.67]],
  "mol_weight_g_mol": 93.0,
  "orbital_gap_ev": 8.107,
  "smiles": "[H]/P=N/PC"
}

Which structure is the most stable? The one labeled *2*.

*1*
{
  "formula": "C13H29N2O6RuSe2",
  "method": "the ωB97M-V functional and the def2-TZVPD basis",
  "symbols": ["Ru", "C", "Se", "C", "C", "Se", "C", "H", "H", "H", "H", "H", "H", "H", "H", "H", "H", "C", "O", "C", "O", "N", "N", "H", "H", "H", "H", "H", "H", "C", "O", "C", "O", "H", "H", "H", "O", "O", "C", "C", "C", "C", "C", "H", "H", "H", "H", "H", "H", "H", "H", "H", "H"],
  "positions_angstrom": [[-0.33, 0.21, -0.51], [-2.57, -2.62, 0.62], [-2.43, -1.14, -0.63], [-2.16, -2.25, -2.19], [-0.90, -3.09, -2.14], [0.66, -2.01, -1.77], [1.46, -3.16, -0.42], [-3.34, -3.30, 0.26], [-2.86, -2.21, 1.59], [-1.62, -3.14, 0.73], [-2.13, -1.55, -3.02], [-3.04, -2.89, -2.27], [-0.75, -3.59, -3.10], [-0.95, -3.86, -1.37], [1.84, -4.07, -0.88], [0.74, -3.39, 0.36], [2.28, -2.58, 0.01], [5.11, -0.17, -0.94], [4.37, 0.85, -1.62], [3.05, 0.83, -1.37], [2.49, 0.03, -0.65], [2.42, 1.83, -2.04], [1.02, 1.86, -2.03], [6.16, 0.10, -1.07], [4.92, -1.14, -1.39], [4.85, -0.19, 0.12], [2.94, 2.30, -2.77], [0.61, 1.25, -2.77], [0.73, 2.82, -2.16], [0.13, -1.91, 2.89], [-0.81, -1.07, 2.22], [-0.32, 0.14, 1.80], [0.88, 0.38, 1.89], [-0.33, -2.89, 2.95], [0.34, -1.53, 3.89], [1.07, -1.96, 2.34], [-1.41, 0.53, -2.12], [-0.65, 0.10, -3.18], [-1.32, 3.24, -0.03], [-1.32, 2.55, 1.33], [-0.15, 3.08, 2.16], [-2.63, 2.94, 2.04], [-1.33, 1.02, 1.23], [-1.57, 4.30, 0.10], [-2.03, 2.79, -0.72], [-0.33, 3.18, -0.47], [-0.21, 4.17, 2.20], [0.81, 2.81, 1.72], [-0.17, 2.70, 3.18], [-2.69, 4.02, 2.19], [-2.71, 2.46, 3.02], [-3.50, 2.63, 1.44], [-2.33, 0.60, 1.32]],
  "multiplicity": 2,
  "mol_weight_g_mol": 568.4,
  "orbital_gap_ev": [7.283, 7.159]
}

*2*
{
  "formula": "C13H29N2O6RuSe2",
  "method": "the ωB97M-V functional and the def2-TZVPD basis",
  "symbols": ["Ru", "C", "Se", "C", "C", "Se", "C", "H", "H", "H", "H", "H", "H", "H", "H", "H", "H", "C", "O", "C", "O", "N", "N", "H", "H", "H", "H", "H", "H", "C", "O", "C", "O", "H", "H", "H", "O", "O", "C", "C", "C", "C", "C", "H", "H", "H", "H", "H", "H", "H", "H", "H", "H"],
  "positions_angstrom": [[-0.64, 0.48, -0.20], [-4.23, 0.25, -1.28], [-3.04, 1.16, -0.02], [-3.64, 0.11, 1.50], [-3.26, -1.35, 1.37], [-1.32, -1.49, 1.51], [-1.11, -3.18, 0.58], [-5.19, 0.15, -0.78], [-3.80, -0.70, -1.57], [-4.34, 0.88, -2.15], [-4.72, 0.24, 1.55], [-3.18, 0.58, 2.37], [-3.58, -1.78, 0.42], [-3.69, -1.93, 2.18], [-1.74, -3.92, 1.07], [-0.06, -3.45, 0.69], [-1.37, -3.04, -0.46], [3.57, -2.20, 3.26], [3.60, -1.34, 2.12], [2.41, -1.24, 1.48], [1.40, -1.78, 1.84], [2.59, -0.49, 0.36], [1.55, 0.00, -0.44], [4.58, -2.18, 3.66], [3.29, -3.21, 2.98], [2.86, -1.82, 4.00], [3.51, -0.14, 0.19], [1.47, -0.57, -1.29], [1.81, 0.94, -0.69], [1.30, 2.60, 2.82], [0.99, 1.91, 1.61], [-0.33, 1.53, 1.47], [-1.11, 1.81, 2.36], [2.36, 2.82, 2.78], [1.08, 1.97, 3.69], [0.73, 3.52, 2.91], [-0.54, -0.99, -1.85], [-1.80, -1.43, -1.98], [-1.96, 1.97, -3.04], [-0.63, 2.51, -2.53], [0.50, 2.03, -3.47], [-0.65, 4.04, -2.49], [-0.20, 1.97, -1.20], [-2.08, 2.23, -4.10], [-2.78, 2.44, -2.50], [-2.01, 0.89, -2.93], [0.34, 2.45, -4.46], [0.49, 0.94, -3.54], [1.48, 2.36, -3.12], [-0.90, 4.44, -3.48], [0.32, 4.45, -2.20], [-1.40, 4.41, -1.79], [0.66, 2.57, -0.85]],
  "multiplicity": 2,
  "mol_weight_g_mol": 568.4,
  "orbital_gap_ev": [7.655, 7.107]
}

Which structure is the most stable? The one labeled *2*.

*1*
{
  "formula": "C4H12N2O",
  "method": "the ωB97M-V functional and the def2-TZVPD basis",
  "symbols": ["C", "N", "C", "O", "C", "N", "C", "H", "H", "H", "H", "H", "H", "H", "H", "H", "H", "H", "H"],
  "positions_angstrom": [[1.23, 0.91, 0.93], [2.41, 0.94, 0.20], [-2.19, -1.80, 0.71], [-0.85, -1.52, 0.73], [-0.05, 1.31, 0.15], [-0.52, 0.43, -0.88], [0.45, -0.03, -1.87], [1.04, -0.12, 1.30], [1.23, 1.58, 1.80], [2.97, 1.70, 0.59], [-2.75, -1.30, -0.11], [-2.34, -2.88, 0.53], [-2.71, -1.57, 1.66], [0.22, 2.23, -0.37], [-0.88, 1.54, 0.82], [-0.96, -0.37, -0.40], [1.35, -0.42, -1.40], [0.03, -0.66, -2.64], [0.77, 0.88, -2.39]],
  "mol_weight_g_mol": 104.2,
  "orbital_gap_ev": 4.462
}

*2*
{
  "formula": "C4H12N2O",
  "method": "the ωB97M-V functional and the def2-TZVPD basis",
  "symbols": ["C", "N", "C", "O", "C", "C", "N", "H", "H", "H", "H", "H", "H", "H", "H", "H", "H", "H", "H"],
  "positions_angstrom": [[-0.10, -0.57, -0.59], [0.25, 0.67, -1.29], [-0.78, 1.68, -1.21], [-0.34, 2.95, -1.70], [0.63, -0.80, 0.73], [0.29, -2.19, 1.25], [0.30, 0.21, 1.77], [0.10, -1.40, -1.28], [-1.17, -0.53, -0.36], [0.80, 0.66, -2.12], [-1.10, 1.90, -0.18], [-1.65, 1.41, -1.81], [0.40, 3.20, -1.14], [1.69, -0.75, 0.46], [-0.74, -2.53, 1.33], [0.77, -2.23, 2.24], [0.86, -2.95, 0.72], [-0.71, 0.15, 1.79], [0.53, 1.12, 1.39]],
  "mol_weight_g_mol": 104.2,
  "orbital_gap_ev": 9.648,
  "smiles": "C[C@H](N)CNCO"
}

Which structure is the most stable? The one labeled *2*.

*1*
{
  "formula": "C4H12N2O",
  "method": "the ωB97M-V functional and the def2-TZVPD basis",
  "symbols": ["C", "C", "C", "O", "N", "H", "H", "H", "H", "H", "H", "H", "C", "N", "H", "H", "H", "H", "H"],
  "positions_angstrom": [[-0.91, 2.24, 0.01], [-1.56, -1.29, -0.67], [-0.68, -0.36, 0.12], [-0.74, 1.05, -0.72], [-0.71, -0.38, 1.38], [-0.10, 0.28, 1.85], [-1.53, 2.93, -0.58], [-1.42, 2.08, 0.97], [0.06, 2.71, 0.22], [-2.60, -1.00, -0.53], [-1.44, -2.31, -0.30], [-1.33, -1.22, -1.73], [2.21, -0.67, 0.46], [1.24, -0.70, -0.63], [1.14, -1.63, -1.03], [1.01, 0.23, -1.02], [3.14, -1.15, 0.14], [1.83, -1.20, 1.34], [2.40, 0.37, 0.74]],
  "mol_weight_g_mol": 104.2,
  "orbital_gap_ev": 9.674,
  "smiles": "[H]/N=C(/C)OC.CN"
}

*2*
{
  "formula": "C4H12N2O",
  "method": "the ωB97M-V functional and the def2-TZVPD basis",
  "symbols": ["N", "C", "C", "N", "C", "C", "O", "H", "H", "H", "H", "H", "H", "H", "H", "H", "H", "H", "H"],
  "positions_angstrom": [[1.46, 0.80, -1.86], [1.69, -0.37, -0.94], [1.46, -0.21, 0.53], [0.24, 0.34, 1.14], [-0.94, 0.04, 0.23], [-2.26, 0.08, 1.04], [-3.43, -0.58, 0.35], [1.67, 0.58, -2.83], [2.17, 1.53, -1.57], [2.73, -0.41, -1.16], [1.06, -1.20, -1.30], [1.68, -1.24, 0.91], [2.37, 0.32, 0.93], [0.13, 1.26, 1.63], [-0.98, 0.84, -0.54], [-0.86, -0.90, -0.33], [-2.10, -0.49, 2.04], [-2.65, 1.06, 1.29], [-3.44, -1.46, 0.43]],
  "mol_weight_g_mol": 104.2,
  "orbital_gap_ev": 9.431,
  "smiles": "NCCNCCO"
}

Which structure is the most stable? The one labeled *2*.

*1*
{
  "formula": "C4H12N2O",
  "method": "the ωB97M-V functional and the def2-TZVPD basis",
  "symbols": ["N", "C", "C", "N", "C", "C", "O", "H", "H", "H", "H", "H", "H", "H", "H", "H", "H", "H", "H"],
  "positions_angstrom": [[-0.99, 0.91, -0.94], [-0.45, 1.99, 0.52], [0.57, 1.05, 1.37], [0.15, -0.39, 1.17], [0.86, -1.03, -0.04], [-0.20, -1.96, -0.62], [0.23, -2.69, -1.77], [-1.51, 1.71, -1.34], [0.00, 1.55, -0.50], [-1.48, 1.80, 0.92], [-0.18, 2.99, 0.50], [1.61, 1.19, 1.11], [0.36, 1.15, 2.41], [-0.85, -0.59, 0.83], [1.07, -0.24, -0.68], [1.84, -1.50, 0.14], [-0.52, -2.64, 0.18], [-1.06, -1.25, -0.81], [0.54, -2.07, -2.45]],
  "mol_weight_g_mol": 104.2,
  "orbital_gap_ev": 9.317
}

*2*
{
  "formula": "C4H12N2O",
  "method": "the ωB97M-V functional and the def2-TZVPD basis",
  "symbols": ["C", "N", "C", "C", "N", "C", "O", "H", "H", "H", "H", "H", "H", "H", "H", "H", "H", "H", "H"],
  "positions_angstrom": [[-1.17, -0.45, -0.26], [-1.85, -1.36, -1.19], [0.20, 0.05, -0.67], [0.16, 1.10, -1.78], [0.96, 0.52, 0.50], [1.25, -0.14, 1.75], [0.78, 0.53, 2.89], [-0.93, -0.91, 0.70], [-1.93, 0.32, -0.14], [-1.23, -2.11, -1.49], [-2.67, -1.79, -0.78], [0.76, -0.79, -1.06], [-0.26, 2.04, -1.38], [1.03, 1.30, -2.39], [-0.68, 0.81, -2.42], [0.69, 1.48, 0.71], [2.34, -0.21, 1.83], [1.01, -1.22, 1.75], [1.52, 0.83, 3.42]],
  "mol_weight_g_mol": 104.2,
  "orbital_gap_ev": 9.466,
  "smiles": "C[C@H](CN)NCO"
}

*3*
{
  "formula": "C4H12N2O",
  "method": "the ωB97M-V functional and the def2-TZVPD basis",
  "symbols": ["C", "C", "C", "O", "N", "C", "N", "H", "H", "H", "H", "H", "H", "H", "H", "H", "H", "H", "H"],
  "positions_angstrom": [[-0.59, -0.39, -0.03], [-0.02, -1.34, -1.04], [1.00, -0.79, -2.03], [0.49, 0.33, -2.75], [0.47, 0.14, 0.84], [0.05, 0.69, 2.11], [-1.17, 1.44, 2.19], [-1.33, -0.85, 0.62], [-1.16, 0.45, -0.45], [0.46, -2.14, -0.49], [-0.80, -1.76, -1.67], [1.99, -0.60, -1.60], [1.13, -1.54, -2.78], [0.71, 1.17, -2.38], [1.12, 0.69, 0.30], [0.84, 1.34, 2.50], [0.02, -0.11, 2.84], [-1.18, 2.31, 1.69], [-2.04, 0.94, 2.13]],
  "mol_weight_g_mol": 104.2,
  "orbital_gap_ev": 9.373,
  "smiles": "NCNCCCO"
}

*4*
{
  "formula": "C4H12N2O",
  "method": "the ωB97M-V functional and the def2-TZVPD basis",
  "symbols": ["C", "C", "C", "C", "N", "N", "O", "H", "H", "H", "H", "H", "H", "H", "H", "H", "H", "H", "H"],
  "positions_angstrom": [[0.75, 0.27, 0.06], [-1.23, -0.89, -0.79], [1.00, -0.62, 1.27], [-1.40, 1.24, 0.61], [-0.50, 0.34, -0.55], [1.61, -0.37, -1.31], [1.34, 1.49, 0.28], [1.25, 1.99, -0.55], [1.18, -0.25, -2.22], [1.91, -1.34, -1.32], [-1.25, -1.60, 0.05], [-0.84, -1.40, -1.67], [-2.27, -0.64, -0.99], [2.07, -0.79, 1.34], [0.67, -0.11, 2.18], [0.50, -1.58, 1.20], [-0.82, 2.08, 0.97], [-2.23, 1.58, 0.01], [-1.74, 0.59, 1.42]],
  "mol_weight_g_mol": 104.2,
  "orbital_gap_ev": 9.521,
  "smiles": "CN(C)[C@@](C)(N)O"
}

Which structure is the most stable? The one labeled *3*.